No. 1
{"formula": "C7H12N3", "method": "ωB97M-V/def2-TZVPD", "molar_mass_g_mol": 138.19, "smiles": "CN1CC[N+](C)=C1CC#N", "e_lumo_ev": -3.22, "charge": 1, "largest_force_ha_per_bohr": 0.101, "total_energy_ev": -11916.081, "spin_multiplicity": 1, "symbols": ["C", "C", "C", "C", "C", "C", "C", "N", "N", "N", "H", "H", "H", "H", "H", "H", "H", "H", "H", "H", "H", "H"], "coordinates": [[-2.15220, 0.99218, -1.56161], [-0.31136, 0.58382, -0.19544], [0.12389, -0.99980, 1.50639], [0.88633, -1.40801, 0.19381], [-1.83516, 0.78550, 1.76196], [1.23699, -0.06613, -1.99200], [-1.12351, 1.71050, -0.90826], [-2.91236, 0.40266, -2.19672], [-0.75060, 0.13055, 0.96622], [0.59773, -0.17889, -0.67133], [-0.48735, -1.93184, 1.85214], [0.73056, -0.66215, 2.26582], [1.96859, -1.42436, 0.47309], [0.51396, -2.21269, -0.44978], [-1.74579, 0.34716, 2.71896], [-1.68594, 1.89537, 1.64630], [-2.80354, 0.51690, 1.35125], [0.52311, -0.06312, -2.81297], [2.01683, -0.80102, -2.09106], [1.69605, 0.91253, -2.02989], [-1.56651, 2.30261, -0.11944], [-0.64594, 2.17590, -1.70434]]}



No. 2
{"formula": "C20H32N4O2PdSeSi", "method": "ωB97M-V/def2-TZVPD", "molar_mass_g_mol": 573.97, "e_lumo_ev": 0.23, "charge": 0, "largest_force_ha_per_bohr": 0.010, "total_energy_ev": -108020.346, "spin_multiplicity": 1, "symbols": ["Pd", "C", "O", "C", "O", "N", "N", "H", "H", "H", "H", "H", "H", "C", "C", "C", "C", "C", "C", "N", "N", "Si", "C", "C", "C", "H", "H", "H", "H", "H", "H", "H", "H", "H", "H", "H", "H", "H", "H", "H", "C", "C", "C", "C", "C", "C", "Se", "C", "C", "C", "H", "H", "H", "H", "H", "H", "H", "H", "H", "H", "H"], "coordinates": [[-0.86116, 0.44312, -0.67348], [-2.05225, -4.03234, -3.38849], [-1.72335, -3.39618, -2.15692], [-1.87246, -2.07898, -2.00449], [-1.51661, -1.58964, -0.94377], [-2.48599, -1.42734, -3.02167], [-2.71785, -0.06366, -2.92057], [-1.80206, -5.07930, -3.25346], [-1.45374, -3.62895, -4.20817], [-3.11856, -3.94609, -3.60580], [-2.58084, -1.87755, -3.91265], [-3.68393, 0.14374, -3.12240], [-2.08720, 0.45658, -3.51515], [0.16650, 3.73585, -2.06558], [-0.61495, 3.64902, -0.79218], [-1.00025, 4.77950, -0.08905], [-1.77730, 4.63685, 1.05993], [-2.17015, 3.39064, 1.49978], [-1.75159, 2.27632, 0.76358], [-0.97942, 2.44676, -0.34711], [-1.99565, 0.95442, 0.96522], [-1.50821, 0.20416, 2.46847], [-1.33133, -1.62149, 2.19597], [-2.77122, 0.51581, 3.81099], [0.12980, 0.91647, 3.01712], [0.89225, 4.54701, -2.01667], [-0.51609, 3.94879, -2.89234], [0.67624, 2.79727, -2.28147], [-0.69842, 5.75568, -0.44212], [-2.08071, 5.51954, 1.60992], [-2.79016, 3.25398, 2.37463], [-2.22914, -2.04353, 1.74143], [-1.15849, -2.12088, 3.15357], [-0.48949, -1.84178, 1.53736], [-3.76147, 0.16641, 3.50824], [-2.84578, 1.57696, 4.06090], [-2.48731, -0.01797, 4.72360], [0.88827, 0.77288, 2.24186], [0.48403, 0.42151, 3.92655], [0.05028, 1.98695, 3.22716], [4.46898, -2.18675, 2.18538], [3.61741, -1.66756, 1.05880], [2.92760, -2.51937, 0.21678], [2.13441, -2.05130, -0.83267], [1.46484, -3.09039, -1.69365], [2.00612, -0.67203, -1.03263], [0.84537, 0.04776, -2.41481], [2.74089, 0.20978, -0.21682], [2.72059, 1.69960, -0.42001], [3.52144, -0.30244, 0.81043], [4.30377, -3.25220, 2.34501], [4.24673, -1.66507, 3.11791], [5.53064, -2.03974, 1.97493], [3.00183, -3.59255, 0.36793], [2.16140, -3.90593, -1.89822], [1.12814, -2.67263, -2.63918], [0.59779, -3.51108, -1.18254], [1.71413, 2.09721, -0.29250], [3.04590, 1.96427, -1.42793], [3.37545, 2.18915, 0.30179], [4.07231, 0.39070, 1.43925]]}



No. 3
{"formula": "C5H7N", "method": "ωB97M-V/def2-TZVPD", "molar_mass_g_mol": 81.12, "e_lumo_ev": 0.01, "charge": 0, "largest_force_ha_per_bohr": 0.010, "total_energy_ev": -6783.099, "spin_multiplicity": 1, "symbols": ["C", "N", "C", "C", "C", "C", "H", "H", "H", "H", "H", "H", "H"], "coordinates": [[1.13153, -0.40302, -1.37584], [0.70325, 0.50259, -0.32787], [1.05954, 0.63830, 1.08917], [-0.28148, 0.40760, 0.53798], [-1.59741, 0.06010, 0.72076], [-2.34277, -0.25548, -0.42919], [0.25202, -0.63050, -1.98058], [1.52952, -1.32926, -0.93938], [1.90689, 0.06982, -1.98255], [1.52221, -0.20933, 1.60115], [1.39594, 1.62389, 1.40224], [-1.91530, 0.05714, 1.76687], [-3.36393, -0.53185, -0.08276]]}



No. 4
{"formula": "C41H49Ge2N2OPPdSi", "method": "ωB97M-V/def2-TZVPD", "molar_mass_g_mol": 896.56, "e_lumo_ev": [-2.62, -4.51], "charge": 1, "largest_force_ha_per_bohr": 0.016, "total_energy_ev": -182015.551, "spin_multiplicity": 4, "symbols": ["Pd", "C", "C", "C", "C", "N", "C", "C", "C", "C", "C", "C", "N", "H", "H", "H", "H", "H", "H", "H", "H", "C", "P", "C", "C", "C", "C", "C", "C", "C", "C", "C", "C", "C", "C", "H", "H", "H", "H", "H", "H", "H", "H", "H", "H", "H", "H", "H", "C", "Si", "C", "C", "O", "H", "H", "H", "H", "H", "H", "H", "H", "H", "C", "Ge", "C", "C", "Ge", "C", "C", "C", "C", "C", "C", "C", "C", "C", "C", "C", "C", "H", "H", "H", "H", "H", "H", "H", "H", "H", "H", "H", "H", "H", "H", "H", "H", "H", "H", "H"], "coordinates": [[0.97060, -0.59856, -0.01545], [5.33597, -0.83268, -0.81572], [5.52743, -2.23374, -0.74448], [4.44822, -3.04915, -0.61758], [3.13506, -2.50992, -0.53066], [2.97313, -1.13438, -0.51160], [4.06727, -0.35193, -0.69320], [1.96905, -3.30471, -0.48732], [1.98560, -4.72140, -0.57236], [0.83143, -5.43821, -0.51500], [-0.40028, -4.75871, -0.35754], [-0.37395, -3.40065, -0.28205], [0.75544, -2.65434, -0.36570], [6.16016, -0.15208, -0.97199], [6.52314, -2.65522, -0.80447], [4.58972, -4.11936, -0.58351], [3.88721, 0.70909, -0.77252], [2.92967, -5.23542, -0.68150], [0.85706, -6.51827, -0.58284], [-1.34098, -5.28798, -0.28613], [-1.29945, -2.85798, -0.14799], [2.89005, 1.46899, 1.87489], [1.53884, 1.54415, 0.66564], [0.40784, 2.66517, 1.55257], [-0.14405, 2.20194, 2.74699], [-0.88074, 3.04930, 3.56131], [-1.08569, 4.36987, 3.17908], [-0.56859, 4.82742, 1.97604], [0.17495, 3.97983, 1.16049], [2.16002, 2.52870, -0.72793], [1.75949, 2.21472, -2.02433], [2.19300, 2.97275, -3.10519], [3.04397, 4.04933, -2.89614], [3.45944, 4.36433, -1.60718], [3.01928, 3.61051, -0.52926], [3.25682, 2.47547, 2.06844], [3.70341, 0.83192, 1.53759], [2.48894, 1.06699, 2.80526], [0.02077, 1.17445, 3.05426], [-1.28482, 2.68457, 4.49858], [-1.64934, 5.03902, 3.81742], [-0.74132, 5.85056, 1.66580], [0.57712, 4.35735, 0.22935], [1.11423, 1.36338, -2.18361], [1.87241, 2.71767, -4.10803], [3.38841, 4.64158, -3.73565], [4.12953, 5.19833, -1.44128], [3.34854, 3.87731, 0.46912], [-4.29219, 1.42500, -1.75594], [-3.05168, 2.52298, -0.91285], [-3.83359, 3.27130, 0.57173], [-2.25256, 3.77539, -2.00649], [-1.80417, 1.50496, -0.39123], [-5.01484, 1.07122, -1.01161], [-3.81025, 0.54687, -2.19680], [-4.85597, 1.92928, -2.54765], [-4.81216, 3.69647, 0.31594], [-3.22277, 4.06347, 1.00969], [-3.98673, 2.49427, 1.32731], [-2.60767, 3.71147, -3.03981], [-1.16757, 3.62613, -2.00614], [-2.45426, 4.79004, -1.64812], [-1.22561, 0.70906, -3.76290], [-0.61994, -0.86086, -2.78832], [-1.84861, -2.30392, -3.20721], [1.12728, -1.38600, -3.43607], [-1.39838, -0.17773, -0.10213], [-2.19058, -1.81055, 2.56246], [-3.14794, -2.24980, 1.64213], [-4.25435, -1.46976, 1.33312], [-4.42193, -0.23157, 1.94199], [-3.48408, 0.21020, 2.86691], [-2.37711, -0.57327, 3.17466], [-0.98088, -2.63595, 2.81483], [0.29483, -2.07731, 2.80031], [1.41979, -2.87956, 2.92191], [1.29046, -4.24935, 3.08352], [0.02424, -4.81702, 3.12113], [-1.10080, -4.01621, 2.97965], [-0.95243, 0.54362, -4.80790], [-0.77258, 1.63769, -3.41135], [-2.30959, 0.80262, -3.68507], [-1.92874, -2.29189, -4.29965], [-2.84196, -2.16068, -2.78107], [-1.44954, -3.26369, -2.88620], [1.30481, -0.87098, -4.38375], [1.10015, -2.46477, -3.60065], [1.93540, -1.15759, -2.74805], [-3.01220, -3.21064, 1.15661], [-4.98367, -1.82800, 0.61549], [-5.28767, 0.37772, 1.71088], [-3.62423, 1.16430, 3.36003], [-1.66717, -0.24202, 3.92432], [0.42580, -1.01051, 2.69249], [2.40514, -2.43105, 2.88372], [2.17155, -4.87206, 3.18398], [-0.08903, -5.88689, 3.25258], [-2.08803, -4.46444, 3.00501]]}



No. 5
{"formula": "C5H10NOS", "method": "ωB97M-V/def2-TZVPD", "molar_mass_g_mol": 132.21, "e_lumo_ev": [-6.61, -6.61], "charge": 1, "largest_force_ha_per_bohr": 0.095, "total_energy_ev": -19707.830, "spin_multiplicity": 1, "symbols": ["C", "C", "C", "C", "C", "N", "O", "S", "H", "H", "H", "H", "H", "H", "H", "H", "H", "H"], "coordinates": [[0.77120, -0.30658, 0.14604], [0.65356, 0.68014, 0.96652], [-2.11936, -0.37095, -1.06173], [2.12154, -0.87640, -0.10901], [0.20960, 1.78979, 1.68339], [-0.35754, -1.10478, -0.26553], [-1.74647, -0.16091, -2.29491], [-2.37037, 0.82058, 0.06823], [-2.62258, -1.44208, -0.92056], [2.16940, -1.24444, -1.17671], [2.35229, -1.59067, 0.62817], [2.81499, -0.01154, -0.11972], [-0.65981, 2.28627, 1.12721], [0.94695, 2.60225, 1.72802], [0.20836, 1.49911, 2.72352], [-0.15219, -1.61047, -1.08582], [-0.69199, -1.62858, 0.53771], [-1.52757, 0.66928, -2.57484]]}



No. 6
{"formula": "C2H3N3O", "method": "ωB97M-V/def2-TZVPD", "molar_mass_g_mol": 85.07, "e_lumo_ev": -1.13, "charge": 0, "largest_force_ha_per_bohr": 0.102, "total_energy_ev": -8637.201, "spin_multiplicity": 1, "symbols": ["C", "C", "N", "N", "N", "O", "H", "H", "H"], "coordinates": [[-1.79983, 0.28047, 1.01831], [1.48448, -0.16755, -0.52517], [-2.59801, 0.89031, 1.59105], [-1.06535, -0.51071, 0.24076], [0.29639, 0.38044, -0.48594], [1.80261, -1.13213, 0.11558], [2.17122, 0.40713, -1.27910], [-0.44740, -1.13927, 0.65332], [0.15588, 0.99133, -1.32881]]}